77
Properties=species:S:1:pos:R:3:mulliken_charge:R:1 method="wB97M-V/def2-TZVPD" charge=-3 e_homo_ha=-0.183 lumo_energy_ev=2.020 e_above_lowest_kcal_mol=163.0 homo_lumo_gap_ev=6.987
Li 0.355 -1.134 -0.480 1.006
O 8.535 0.842 7.964 -0.610
C 7.381 0.919 7.555 0.554
O 6.580 -0.134 7.219 -0.421
B 5.354 0.435 6.616 0.932
O 5.445 1.909 6.817 -0.450
C 6.613 2.247 7.352 0.628
O 7.064 3.413 7.490 -0.643
O 4.138 -0.182 7.129 -0.465
C 3.467 -0.835 6.156 0.604
O 2.535 -1.650 6.265 -0.621
C 4.102 -0.515 4.836 0.612
O 5.267 0.141 5.167 -0.480
O 3.663 -0.884 3.728 -0.641
O -2.517 1.209 2.915 -0.669
C -3.277 1.490 3.899 0.597
O -4.533 1.159 4.139 -0.432
B -4.952 1.784 5.447 0.990
O -3.843 2.634 5.840 -0.452
C -2.765 2.441 5.046 0.612
O -1.620 2.910 5.153 -0.602
O -6.127 2.657 5.219 -0.489
C -7.185 2.220 5.914 0.620
O -8.321 2.751 5.907 -0.661
C -6.735 0.964 6.647 0.592
O -5.462 0.824 6.435 -0.498
O -7.412 0.238 7.316 -0.610
O -1.218 6.689 -7.336 -0.602
C -0.322 6.447 -6.590 0.605
O -0.277 5.697 -5.536 -0.523
B 1.002 5.818 -4.751 0.972
O 1.800 6.699 -5.627 -0.448
C 0.978 7.258 -6.563 0.557
O 1.245 8.098 -7.405 -0.600
O 1.609 4.454 -4.569 -0.411
C 1.779 4.247 -3.251 0.627
O 2.091 3.134 -2.735 -0.646
C 1.225 5.482 -2.534 0.584
O 0.818 6.342 -3.416 -0.478
O 1.234 5.624 -1.263 -0.637
O 11.083 -2.672 -3.163 -0.606
C 10.060 -3.314 -3.308 0.619
O 9.091 -3.523 -2.462 -0.476
B 7.892 -4.113 -3.073 0.971
O 8.370 -4.454 -4.402 -0.462
C 9.588 -3.946 -4.657 0.572
O 10.268 -3.885 -5.705 -0.626
O 6.739 -3.129 -3.123 -0.495
C 5.687 -3.616 -2.524 0.593
O 4.530 -3.256 -2.408 -0.628
C 6.077 -5.026 -2.061 0.658
O 7.296 -5.306 -2.388 -0.449
O 5.298 -5.813 -1.467 -0.670
O -3.087 -4.113 0.642 -0.599
C -4.246 -4.434 0.876 0.482
O -5.129 -4.684 -0.120 -0.329
C -6.288 -5.373 0.375 -0.383
C -5.845 -5.824 1.845 -0.571
C -4.782 -4.805 2.253 -0.301
H -6.543 -6.201 -0.287 0.293
H -7.137 -4.697 0.478 0.269
H -5.469 -6.847 1.843 0.277
H -6.642 -5.857 2.588 0.332
H -4.004 -5.192 2.911 0.282
H -5.251 -3.896 2.628 0.247
O -2.665 0.052 -3.986 -0.644
C -3.515 0.386 -4.807 0.558
O -3.365 0.175 -6.101 -0.341
C -4.605 0.460 -6.843 -0.350
C -5.203 1.524 -5.994 -0.441
C -4.919 0.997 -4.596 -0.439
H -5.196 -0.439 -7.016 0.255
H -4.429 0.892 -7.828 0.287
H -6.277 1.646 -6.138 0.296
H -4.788 2.525 -6.110 0.268
H -5.491 0.170 -4.175 0.248
H -4.813 1.749 -3.813 0.301



52
Properties=species:S:1:pos:R:3:mulliken_spin:R:1 method="wB97M-V/def2-TZVPD" spin_multiplicity=3 e_homo_ha="-0.310 / -0.312" lumo_energy_ev="-0.140 / -3.186" e_above_lowest_kcal_mol=5.2 homo_lumo_gap_ev="8.284 / 5.306"
Au 8.835 6.928 11.710 0.260
S 10.556 5.711 12.833 0.415
C 11.555 6.955 13.499 -0.023
C 12.956 6.953 13.385 -0.001
C 13.689 7.964 14.062 0.009
C 13.054 9.041 14.630 -0.003
C 11.658 9.087 14.705 0.003
C 10.906 8.114 14.017 0.008
As 8.977 8.016 13.857 0.272
C 8.377 7.019 15.444 0.001
C 7.607 5.880 15.282 0.003
C 7.154 5.187 16.383 0.002
C 7.751 5.485 17.640 0.000
C 8.485 6.646 17.786 0.001
C 8.781 7.447 16.687 0.008
C 8.637 9.897 14.201 0.051
C 8.387 10.452 15.462 0.009
C 8.310 11.832 15.590 0.001
C 8.605 12.688 14.500 0.004
C 9.074 12.127 13.300 -0.002
C 9.010 10.712 13.120 -0.009
H 13.422 6.295 12.681 -0.004
H 14.777 7.946 14.004 0.000
H 13.684 9.874 15.047 0.000
H 11.255 9.858 15.367 0.002
H 7.292 5.660 14.273 0.001
H 6.376 4.424 16.430 0.000
H 7.348 5.058 18.572 0.000
H 8.719 7.029 18.753 0.000
H 9.354 8.449 16.775 -0.003
H 8.132 9.792 16.253 -0.001
H 7.903 12.344 16.475 0.001
H 8.435 13.742 14.538 0.000
H 9.407 12.745 12.436 0.000
H 9.314 10.314 12.143 -0.015
F 7.993 12.485 6.903 0.024
C 8.672 11.647 7.760 0.253
C 8.711 10.255 7.402 -0.051
F 7.876 9.800 6.441 -0.005
C 9.415 9.427 8.210 0.108
F 9.462 8.122 7.906 0.018
C 10.041 9.843 9.426 0.090
O 10.377 8.989 10.338 0.435
C 10.146 11.239 9.584 0.138
F 10.810 11.752 10.607 0.021
C 9.448 12.071 8.802 -0.028
F 9.511 13.421 9.107 -0.004
F 5.557 8.014 9.403 0.000
B 6.320 7.760 10.582 0.003
F 5.738 6.879 11.495 0.001
F 6.842 8.886 11.139 0.002
F 7.509 6.985 10.039 0.008



51
Properties=species:S:1:pos:R:3:nbo_charge:R:1 method="wB97M-V/def2-TZVPD" charge=+2 e_homo_ha="-0.536 / -0.536" lumo_energy_ev="-7.984 / -7.965" e_above_lowest_kcal_mol=10.0 homo_lumo_gap_ev="6.611 / 6.631"
Co 0.535 0.013 -0.421 1.246
Br 1.775 5.357 2.836 0.231
C 1.567 3.745 1.952 -0.025
C 2.268 3.496 0.776 -0.237
C 2.065 2.300 0.121 0.091
N 1.230 1.380 0.610 -0.419
C 0.558 1.602 1.759 0.162
C 0.698 2.778 2.456 -0.218
C -0.334 0.476 2.088 0.278
C -1.003 0.276 3.272 -0.241
C -1.780 -0.874 3.402 -0.025
Br -2.709 -1.190 4.972 0.229
C -1.850 -1.789 2.356 -0.246
C -1.144 -1.534 1.201 0.082
N -0.411 -0.423 1.083 -0.400
H 2.950 4.225 0.363 0.272
H 2.575 2.064 -0.805 0.234
H 0.134 2.959 3.359 0.263
H -0.928 0.985 4.083 0.263
H -2.445 -2.687 2.437 0.272
H -1.160 -2.205 0.352 0.251
S 3.667 -2.538 -2.250 0.580
C 2.623 -1.239 -1.975 -0.111
N 2.163 -1.115 -0.756 -0.584
C 2.657 -2.132 0.073 0.178
C 2.414 -2.287 1.440 -0.256
C 3.004 -3.350 2.083 -0.161
C 3.832 -4.253 1.393 -0.177
C 4.096 -4.096 0.053 -0.181
C 3.496 -3.016 -0.600 -0.259
H 2.352 -0.567 -2.779 0.246
H 1.809 -1.577 1.988 0.211
H 2.844 -3.492 3.143 0.237
H 4.282 -5.077 1.929 0.247
H 4.749 -4.779 -0.472 0.250
O -2.476 1.830 0.423 -0.910
S -1.903 2.229 -0.825 2.308
O -1.399 3.547 -1.006 -0.868
N -0.674 1.121 -1.220 -0.840
C -1.154 0.128 -2.020 0.668
O -0.467 -0.919 -1.941 -0.617
C -2.386 0.487 -2.716 -0.117
C -3.036 -0.144 -3.764 -0.147
C -4.188 0.455 -4.259 -0.172
C -4.666 1.645 -3.718 -0.128
C -4.019 2.283 -2.660 -0.157
C -2.882 1.675 -2.177 -0.315
H -2.650 -1.061 -4.187 0.250
H -4.718 -0.004 -5.081 0.251
H -5.564 2.088 -4.128 0.251
H -4.397 3.205 -2.242 0.259



57
Properties=species:S:1:pos:R:3:mulliken_spin:R:1 method="wB97M-V/def2-TZVPD" spin_multiplicity=2 charge=+2 e_homo_ha="-0.533 / -0.532" lumo_energy_ev="-9.596 / -9.599" e_above_lowest_kcal_mol=12.0 homo_lumo_gap_ev="4.895 / 4.885"
Pd -0.210 0.272 -0.477 0.683
F -5.188 1.455 0.355 -0.001
C -4.300 0.868 -0.429 -0.006
C -2.963 0.870 -0.025 0.007
C -2.106 0.253 -0.889 -0.108
C -2.439 -0.392 -2.079 0.009
C -3.794 -0.346 -2.402 -0.011
F -4.207 -0.925 -3.527 -0.001
C -4.731 0.276 -1.600 0.004
C -1.357 -1.048 -2.809 0.054
C -1.446 -1.784 -3.980 0.007
C -0.295 -2.358 -4.497 -0.006
C 0.919 -2.193 -3.848 0.009
C 0.949 -1.444 -2.689 0.008
N -0.162 -0.895 -2.195 0.159
H -2.662 1.329 0.907 -0.004
H -5.775 0.292 -1.882 0.000
H -2.397 -1.905 -4.475 0.001
H -0.350 -2.938 -5.409 0.000
H 1.829 -2.632 -4.229 0.001
H 1.864 -1.259 -2.143 0.005
Cl 4.123 6.024 0.963 0.000
C 3.844 4.486 0.415 0.000
C 4.513 3.412 1.008 0.000
C 4.259 2.154 0.542 0.000
Cl 5.028 0.816 1.151 0.000
C 3.284 1.911 -0.608 0.002
O 3.206 0.828 -1.111 0.000
C 2.545 3.110 -1.098 -0.002
C 1.344 2.971 -1.972 0.008
O 0.684 1.962 -2.030 0.007
C 2.869 4.328 -0.659 0.000
H 5.208 3.585 1.818 0.000
H 1.062 3.872 -2.538 0.001
H 2.364 5.219 -1.012 0.000
F -0.505 2.546 0.421 0.003
Sb 0.328 2.582 2.167 0.000
F 1.574 1.412 1.189 0.006
F 1.416 4.018 1.582 0.000
F 1.363 2.363 3.695 0.000
F -0.945 3.721 2.876 0.000
F -0.697 1.032 2.497 0.003
N -0.460 -4.537 4.796 0.000
C -0.652 -4.713 3.472 0.001
O -0.843 -5.775 2.927 -0.001
C -0.592 -3.467 2.616 -0.005
C -1.500 -3.343 1.574 0.004
C -1.407 -2.261 0.729 -0.004
N -0.454 -1.325 0.875 0.147
C 0.442 -1.452 1.863 0.009
C 0.396 -2.505 2.756 0.007
H -0.518 -5.346 5.394 0.000
H -0.442 -3.627 5.220 0.000
H -2.259 -4.097 1.416 0.001
H -2.099 -2.134 -0.089 0.004
H 1.202 -0.691 1.937 -0.001
H 1.143 -2.573 3.536 0.000



51
Properties=species:S:1:pos:R:3:nbo_charge:R:1 method="wB97M-V/def2-TZVPD" e_homo_ha=-0.268 lumo_energy_ev=-1.124 homo_lumo_gap_ev=6.166
Ir -0.007 -0.024 0.023 1.372
C -2.049 7.037 -1.620 -0.627
C -0.912 6.954 -0.618 -0.026
C 0.294 7.771 -1.055 -0.403
C 1.319 7.804 0.066 -0.424
C 1.648 6.406 0.524 -0.024
C 2.844 6.137 1.146 -0.234
C 3.158 4.838 1.544 0.406
F 4.346 4.629 2.132 -0.312
C 2.313 3.792 1.332 -0.250
C 1.096 4.038 0.676 -0.130
C 0.230 2.925 0.333 0.496
O 0.528 1.772 0.778 -0.599
C -0.876 3.204 -0.474 -0.307
C -1.195 4.508 -0.751 0.157
N -0.461 5.557 -0.373 -0.339
C 0.753 5.339 0.286 0.226
C -1.699 2.119 -1.101 0.778
O -2.838 2.345 -1.437 -0.593
O -1.046 1.013 -1.349 -0.684
H -2.243 8.090 -1.820 0.234
H -2.973 6.599 -1.247 0.230
H -1.786 6.558 -2.565 0.223
H -1.261 7.342 0.344 0.205
H -0.025 8.781 -1.312 0.228
H 0.723 7.314 -1.952 0.213
H 0.917 8.374 0.908 0.223
H 2.233 8.304 -0.253 0.231
H 3.560 6.930 1.322 0.235
H 2.565 2.788 1.643 0.262
H -2.109 4.691 -1.295 0.255
Cl 1.567 -4.540 1.233 0.056
C 2.482 -3.251 0.547 -0.083
C 3.877 -3.400 0.388 -0.207
C 4.639 -2.397 -0.133 -0.036
Cl 6.353 -2.616 -0.307 0.012
C 4.046 -1.172 -0.530 -0.126
C 4.726 -0.051 -1.051 -0.104
C 4.019 1.069 -1.389 -0.266
C 2.627 1.094 -1.202 0.086
N 1.973 0.076 -0.691 -0.446
C 2.657 -1.059 -0.363 0.188
C 1.853 -2.089 0.179 0.273
O 0.547 -1.864 0.303 -0.670
H 4.338 -4.330 0.691 0.247
H 5.800 -0.091 -1.169 0.238
H 4.515 1.946 -1.782 0.231
H 2.043 1.960 -1.484 0.212
S -3.940 -2.138 0.533 -0.171
C -2.643 -1.227 0.741 0.213
N -1.703 -0.530 0.900 -0.669



48
Properties=species:S:1:pos:R:3:mulliken_spin:R:1 method="wB97M-V/def2-TZVPD" spin_multiplicity=2 charge=-1 e_homo_ha="-0.162 / -0.189" lumo_energy_ev="2.005 / 1.911" e_above_lowest_kcal_mol=20.7 homo_lumo_gap_ev="6.407 / 7.061"
Ru 0.056 -0.030 0.362 0.654
O 2.141 1.726 -0.514 0.014
C 0.958 1.670 -0.206 -0.006
C 0.183 2.972 -0.254 -0.023
C 0.833 4.192 -0.132 -0.001
C 0.084 5.359 -0.147 0.000
C -1.299 5.305 -0.299 0.000
C -1.945 4.088 -0.450 0.001
C -1.197 2.911 -0.436 0.023
P -1.838 1.218 -0.661 -0.017
C -3.536 1.399 -0.022 -0.004
C -3.739 1.231 1.346 -0.003
C -4.989 1.432 1.905 0.000
C -6.058 1.799 1.097 0.000
C -5.865 1.964 -0.265 0.000
C -4.609 1.767 -0.825 0.000
C -2.070 1.107 -2.473 -0.005
C -1.481 2.029 -3.328 0.003
C -1.596 1.887 -4.706 0.000
C -2.307 0.824 -5.238 0.000
C -2.896 -0.103 -4.385 0.001
C -2.775 0.029 -3.011 -0.001
H 1.909 4.202 -0.016 -0.001
H 0.574 6.318 -0.031 0.000
H -1.877 6.221 -0.301 0.000
H -3.020 4.054 -0.579 0.000
H -2.913 0.920 1.977 0.000
H -5.134 1.291 2.968 0.000
H -7.040 1.949 1.529 0.000
H -6.695 2.245 -0.902 0.000
H -4.470 1.894 -1.891 0.000
H -0.914 2.862 -2.928 0.001
H -1.121 2.609 -5.358 0.000
H -2.396 0.711 -6.311 0.000
H -3.443 -0.944 -4.791 0.000
H -3.211 -0.707 -2.351 0.000
S 1.788 -0.697 1.665 0.144
C 2.718 -1.751 0.672 0.026
C 3.857 -2.394 1.253 -0.003
N 4.775 -2.907 1.721 0.005
C 2.377 -1.924 -0.634 -0.011
S 0.979 -1.115 -1.286 0.172
C 3.104 -2.762 -1.531 -0.002
N 3.666 -3.438 -2.275 -0.011
O -1.237 -1.448 1.304 0.050
C -2.395 -1.827 0.921 -0.012
O -3.005 -1.510 -0.090 0.005
H -2.865 -2.545 1.624 0.001



53
Properties=species:S:1:pos:R:3:nbo_charge:R:1 method="wB97M-V/def2-TZVPD" charge=+1 e_homo_ha=-0.390 lumo_energy_ev=-3.743 e_above_lowest_kcal_mol=11.0 homo_lumo_gap_ev=6.863
Sn -1.776 -0.284 -0.862 1.176
C -2.876 0.269 3.749 0.021
C -2.846 0.383 2.363 0.017
N -1.751 0.086 1.682 -0.437
C -0.666 -0.313 2.350 0.130
C -0.752 -0.504 3.737 0.036
N -1.842 -0.211 4.414 -0.341
C 0.575 -0.518 1.586 0.194
C 1.795 -0.696 2.234 -0.223
C 2.947 -0.891 1.479 0.134
C 2.830 -0.862 0.091 -0.223
C 1.585 -0.631 -0.486 0.191
N 0.488 -0.486 0.257 -0.479
C 1.424 -0.503 -1.944 0.133
C 2.505 -0.426 -2.832 0.045
N 2.338 -0.223 -4.123 -0.339
C 1.103 -0.111 -4.579 0.022
C 0.012 -0.237 -3.727 0.029
N 0.183 -0.419 -2.428 -0.448
C 4.243 -1.134 2.120 -0.069
C 5.137 -2.054 1.572 -0.242
C 6.348 -2.263 2.213 0.054
N 6.702 -1.631 3.316 -0.386
C 5.858 -0.761 3.841 0.054
C 4.617 -0.475 3.289 -0.242
H -3.741 0.547 4.333 0.220
H -3.697 0.728 1.789 0.217
H 0.058 -0.916 4.322 0.209
H 1.859 -0.695 3.311 0.234
H 3.709 -0.999 -0.516 0.233
H 3.531 -0.514 -2.509 0.207
H 0.989 0.082 -5.635 0.221
H -1.012 -0.184 -4.074 0.224
H 4.879 -2.614 0.688 0.221
H 7.067 -2.971 1.823 0.206
H 6.191 -0.273 4.746 0.206
H 3.973 0.260 3.746 0.221
O -3.566 0.504 -2.195 -0.651
N -3.795 1.786 -2.328 0.028
C -4.920 2.156 -2.958 0.027
C -5.285 3.471 -3.069 -0.241
C -4.452 4.449 -2.528 -0.156
C -3.280 4.055 -1.925 -0.222
C -2.943 2.705 -1.822 0.033
S -1.482 2.233 -1.031 -0.272
H -5.508 1.334 -3.340 0.242
H -6.214 3.724 -3.546 0.243
H -4.718 5.492 -2.573 0.237
H -2.598 4.762 -1.484 0.243
S -4.566 -4.270 -1.079 0.274
C -3.036 -3.582 -0.709 -0.530
S -1.482 -3.642 -1.070 0.118
S -4.144 -2.732 0.320 0.202



59
Properties=species:S:1:pos:R:3:mulliken_spin:R:1 method="wB97M-V/def2-TZVPD" spin_multiplicity=2 charge=-1 e_homo_ha="-0.200 / -0.200" lumo_energy_ev="2.107 / 2.135" e_above_lowest_kcal_mol=24.8 homo_lumo_gap_ev="7.552 / 7.566"
Cr 1.570 -0.804 1.128 1.040
O 0.979 -4.481 1.519 0.002
S 0.550 -3.202 1.043 -0.014
O -0.755 -3.177 0.400 -0.002
O 0.554 -2.121 2.149 0.010
O 1.603 -2.533 0.145 -0.011
F -0.615 2.202 6.301 0.000
C 0.265 1.438 5.612 -0.005
F 1.488 1.787 6.051 0.001
F 0.052 0.173 5.994 0.000
C 0.101 1.623 4.136 0.012
C -0.724 2.599 3.636 -0.003
C -0.820 2.796 2.260 0.001
C -0.169 1.908 1.438 -0.002
N 0.577 0.899 1.895 0.007
C 0.862 0.834 3.234 -0.007
S 2.205 -0.134 3.537 -0.032
H -1.275 3.231 4.320 0.000
H -1.410 3.597 1.842 0.000
H -0.248 2.008 0.366 -0.002
Cl 2.710 1.091 -0.286 -0.003
C 1.694 1.518 -1.614 -0.005
C 2.170 2.495 -2.483 0.000
C 1.438 2.831 -3.605 0.000
C 0.245 2.171 -3.879 0.000
C -0.210 1.199 -3.010 0.002
C 0.485 0.881 -1.837 -0.013
P -0.106 -0.460 -0.734 0.035
C -1.775 0.036 -0.173 -0.009
C -2.569 1.002 -0.786 -0.003
C -3.790 1.362 -0.233 0.000
C -4.229 0.758 0.936 0.000
C -3.445 -0.208 1.550 0.000
C -2.222 -0.568 1.004 0.004
C -0.366 -1.731 -2.004 -0.009
C -1.634 -2.160 -2.370 0.001
C -1.783 -3.085 -3.394 0.001
C -0.665 -3.582 -4.047 -0.001
C 0.604 -3.160 -3.673 0.000
C 0.757 -2.237 -2.653 -0.003
H 3.121 2.964 -2.273 0.000
H 1.812 3.588 -4.281 0.000
H -0.314 2.401 -4.776 0.000
H -1.107 0.642 -3.252 0.000
H -2.235 1.505 -1.684 -0.001
H -4.394 2.120 -0.716 0.000
H -5.178 1.046 1.370 0.000
H -3.776 -0.679 2.466 0.000
H -1.608 -1.315 1.489 0.001
H -2.500 -1.794 -1.834 0.000
H -2.772 -3.428 -3.670 0.000
H -0.782 -4.311 -4.839 0.000
H 1.478 -3.564 -4.166 0.000
H 1.747 -1.933 -2.336 0.004
F 3.536 -1.298 1.159 0.002
B 4.962 -0.789 0.951 0.002
F 4.920 0.569 1.231 0.000
F 5.249 -1.029 -0.375 0.000
F 5.742 -1.493 1.823 0.000



The records above yield total energy values of -3738.39766 -4691.54877 -8694.98399 -3400.50150 -2911.62847 -2491.54932 -3189.53615 -4647.19905 hartree, respectively.